{"formula": "C4H8IN2", "method": "wB97M-V/def2-TZVPD", "charge": 1, "gap_ev": 8.97, "energy_ha": -564.0517, "e_above_lowest_kj_mol": 335.43, "fmax_ev_per_a": 4.11, "smiles": "[H]/N=C/C(I)=C/C[NH3+]", "elements": ["H", "N", "C", "C", "I", "C", "C", "N", "H", "H", "H", "H", "H", "H", "H"], "positions_angstrom": [[-3.266948, 2.810667, -0.181799], [-2.547628, 2.127688, 0.040908], [-1.360056, 2.395897, 0.139856], [-0.414141, 0.828212, 0.026992], [-2.060397, -0.677143, -0.466623], [0.817314, 0.352497, 0.026380], [1.245773, -0.921193, -0.431581], [0.984717, -2.048418, 0.474331], [-0.848854, 3.365393, -0.176115], [1.584956, 1.094253, 0.361899], [2.266816, -1.031147, -0.583580], [0.918675, -1.187644, -1.455538], [1.427425, -2.937056, 0.158604], [-0.046542, -2.253835, 0.561851], [1.298890, -1.918168, 1.504418]], "forces_ev_per_angstrom": [[0.3989, 0.3728, 0.3272], [-1.0064, -0.0930, 0.2815], [2.4487, -1.3175, -1.9635], [-3.4840, 0.6720, -0.1824], [1.4297, 0.6850, 0.3502], [0.0914, 3.9181, 1.2311], [0.2642, -2.1364, -1.8484], [-1.0379, -2.0758, 2.8210], [-0.1610, -1.3773, 1.0407], [-0.4384, -0.7070, -0.4087], [2.2717, 0.6938, 0.0424], [-0.7723, 0.0415, 0.7077], [-0.2691, 0.7491, 0.0749], [0.6165, 0.4131, -0.3550], [-0.3520, 0.1615, -2.1187]]}